one:
79
Properties=species:S:1:pos:R:3 method="wB97M-V/def2-TZVPD" multiplicity=3 homo_energy_ha="-0.2874 / -0.2873" charge=0 e_lumo_ev="-1.68 / -2.22"
Mo 0.077 0.033 0.587
C 0.959 -2.675 -3.798
N 0.612 -1.639 -2.843
C 0.228 -0.527 -3.323
C -0.068 0.710 -2.634
C -0.288 1.853 -3.381
C -0.428 2.929 -2.489
C -0.302 2.395 -1.233
N -0.092 1.038 -1.275
C 2.417 -2.655 -4.210
C 2.904 -3.691 -5.005
C 4.227 -3.714 -5.409
C 5.091 -2.694 -5.024
C 4.612 -1.656 -4.242
C 3.281 -1.636 -3.838
H 0.335 -2.624 -4.701
H 0.754 -3.645 -3.331
H 0.141 -0.403 -4.412
H -0.310 1.882 -4.459
H -0.609 3.965 -2.718
H -0.380 2.930 -0.299
H 2.237 -4.493 -5.302
H 4.588 -4.527 -6.025
H 6.125 -2.707 -5.341
H 5.274 -0.850 -3.950
H 2.912 -0.818 -3.234
Br 6.594 1.625 -0.233
C 4.785 1.201 0.036
C 3.892 2.188 0.426
C 2.567 1.844 0.587
N 2.142 0.590 0.387
C 3.012 -0.372 0.053
C 4.351 -0.096 -0.156
C 2.391 -1.694 -0.086
C 3.043 -2.823 -0.402
C 2.261 -4.018 -0.661
Br 3.169 -5.486 -1.423
C 0.959 -4.060 -0.408
C 0.284 -2.894 0.253
N 1.018 -1.630 0.075
H 4.207 3.204 0.604
H 1.838 2.579 0.903
H 5.033 -0.877 -0.456
H 4.110 -2.834 -0.557
H 0.384 -4.954 -0.603
H 0.211 -3.077 1.339
O -2.768 1.561 -0.058
C -4.041 0.991 0.170
C -4.213 0.535 1.608
C -2.998 -0.254 2.108
C -2.639 -1.413 1.225
C -3.523 -2.539 1.258
C -3.234 -3.697 0.535
C -2.082 -3.756 -0.188
C -1.153 -2.610 -0.250
N -1.572 -1.415 0.482
H -2.600 2.260 0.596
H -4.107 0.138 -0.512
H -4.847 1.682 -0.100
H -5.128 -0.057 1.694
H -4.326 1.401 2.263
H -3.213 -0.664 3.099
H -2.155 0.414 2.234
H -4.404 -2.470 1.879
H -3.914 -4.538 0.561
H -1.832 -4.634 -0.766
H -1.005 -2.296 -1.295
C 0.570 -0.785 4.796
C 0.926 -0.516 3.358
O 1.984 -0.014 3.026
O -0.011 -0.845 2.495
H 0.163 0.145 5.199
H 1.464 -1.043 5.358
H -0.183 -1.564 4.884
O 0.457 3.998 1.992
Se -0.772 3.078 2.462
O -2.200 3.344 1.766
O -0.315 1.521 1.461
O -0.796 2.484 3.947


two:
79
Properties=species:S:1:pos:R:3 method="wB97M-V/def2-TZVPD" multiplicity=3 homo_energy_ha="-0.2989 / -0.3048" charge=0 e_lumo_ev="-1.04 / -1.47"
Mo 0.722 0.275 0.495
C -1.633 2.215 1.593
N -0.979 0.888 1.669
C -1.348 0.122 2.645
C -0.698 -1.122 2.782
C -0.814 -2.207 3.643
C 0.128 -3.144 3.202
C 0.770 -2.584 2.094
N 0.268 -1.364 1.831
C -1.231 3.153 2.711
C -2.077 4.213 3.027
C -1.734 5.126 4.013
C -0.536 4.986 4.703
C 0.310 3.930 4.395
C -0.033 3.016 3.404
H -2.714 2.069 1.622
H -1.391 2.684 0.646
H -2.121 0.449 3.336
H -1.487 -2.285 4.486
H 0.333 -4.117 3.625
H 1.566 -3.001 1.498
H -3.011 4.329 2.484
H -2.402 5.947 4.244
H -0.262 5.699 5.472
H 1.251 3.818 4.920
H 0.649 2.210 3.165
Br 0.068 -4.825 -3.942
C 0.244 -3.460 -2.671
C -0.629 -3.381 -1.616
C -0.452 -2.357 -0.703
N 0.523 -1.453 -0.802
C 1.354 -1.531 -1.847
C 1.255 -2.523 -2.796
C 2.428 -0.506 -1.876
C 3.351 -0.390 -2.887
C 4.359 0.553 -2.748
Br 5.631 0.761 -4.113
C 4.424 1.327 -1.614
C 3.433 1.170 -0.666
N 2.442 0.287 -0.805
H -1.440 -4.086 -1.490
H -1.120 -2.249 0.133
H 1.958 -2.573 -3.614
H 3.298 -1.011 -3.769
H 5.192 2.072 -1.474
H 3.407 1.787 0.220
O -0.407 0.874 -1.466
C -1.717 1.452 -1.705
C -2.299 0.942 -3.000
C -2.539 -0.562 -3.088
C -3.563 -1.075 -2.109
C -4.789 -1.559 -2.565
C -5.731 -2.008 -1.656
C -5.430 -1.960 -0.304
C -4.190 -1.464 0.066
N -3.274 -1.030 -0.804
H 0.263 1.540 -1.830
H -1.585 2.531 -1.763
H -2.358 1.225 -0.856
H -1.617 1.237 -3.803
H -3.249 1.458 -3.175
H -1.587 -1.083 -2.949
H -2.897 -0.794 -4.091
H -4.997 -1.580 -3.629
H -6.685 -2.393 -1.997
H -6.133 -2.298 0.445
H -3.910 -1.414 1.115
C 4.003 -0.259 3.305
C 3.168 -0.449 2.067
O 2.163 0.400 1.992
O 3.429 -1.311 1.241
H 4.111 0.799 3.547
H 4.974 -0.729 3.170
H 3.486 -0.741 4.140
O 1.289 2.695 -2.115
Se 1.138 3.511 -0.683
O 2.481 4.274 -0.219
O 0.953 2.175 0.445
O -0.277 4.289 -0.577


Energy ordering: two at the bottom, the next structure 3.713 eV above.


one:
123
Properties=species:S:1:pos:R:3 method="wB97M-V/def2-TZVPD" homo_energy_ha=-0.0182 charge=-2 e_lumo_ev=3.93
Ba 0.691 0.560 -0.109
C 0.320 3.822 2.490
C 0.339 2.441 3.148
C -0.799 2.331 4.168
C 1.676 2.100 3.778
C 2.097 2.840 4.865
C 3.277 2.553 5.550
C 3.961 1.403 5.187
C 3.566 0.608 4.116
C 4.139 -0.802 4.035
C 3.709 -1.611 5.264
C 5.657 -0.839 3.866
C 2.496 1.041 3.260
N 2.218 0.516 2.050
C 3.235 -0.150 1.354
C 3.078 -1.179 0.468
N 1.881 -1.783 0.176
C 1.803 -2.973 -0.505
C 0.927 -3.948 0.073
C 0.757 -5.189 -0.514
C 1.429 -5.531 -1.682
C 2.237 -4.580 -2.273
C 2.427 -3.303 -1.742
C 3.231 -2.364 -2.644
C 4.750 -2.498 -2.475
C 2.797 -0.899 -2.668
C 0.254 -3.599 1.386
C 1.261 -3.686 2.540
C -0.979 -4.443 1.700
H -0.651 4.008 2.022
H 1.080 3.908 1.715
H 0.501 4.604 3.233
H 0.135 1.696 2.380
H -0.713 3.111 4.931
H -0.774 1.361 4.665
H -1.768 2.454 3.673
H 1.485 3.677 5.192
H 3.602 3.160 6.388
H 4.805 1.078 5.790
H 3.701 -1.296 3.170
H 4.133 -1.196 6.183
H 4.037 -2.652 5.176
H 2.622 -1.598 5.356
H 6.165 -0.345 4.700
H 5.956 -0.332 2.946
H 6.017 -1.871 3.821
H 4.262 0.206 1.481
H 3.994 -1.524 -0.008
H 0.095 -5.916 -0.055
H 1.292 -6.505 -2.137
H 2.720 -4.811 -3.220
H 3.021 -2.740 -3.652
H 5.091 -2.110 -1.517
H 5.268 -1.940 -3.261
H 5.051 -3.546 -2.539
H 3.131 -0.343 -1.794
H 1.713 -0.819 -2.769
H 3.240 -0.399 -3.534
H -0.053 -2.555 1.310
H 1.628 -4.713 2.646
H 0.796 -3.379 3.481
H 2.102 -3.020 2.358
H -0.709 -5.482 1.915
H -1.700 -4.443 0.879
H -1.481 -4.047 2.587
C 4.849 5.786 3.600
C 4.288 5.233 2.317
C 4.116 3.859 2.172
C 3.589 3.332 1.005
C 3.226 4.182 -0.031
C 3.399 5.551 0.089
C 3.929 6.069 1.263
S 2.458 3.507 -1.483
O 2.650 4.472 -2.553
O 3.051 2.196 -1.691
N 0.972 3.322 -0.979
C -0.142 3.361 -1.766
C -0.249 3.980 -3.037
C -1.455 3.961 -3.692
C -2.561 3.339 -3.112
C -2.371 2.748 -1.880
N -1.213 2.743 -1.217
H 4.484 5.210 4.452
H 4.568 6.832 3.737
H 5.941 5.729 3.608
H 4.356 3.194 2.995
H 3.413 2.267 0.928
H 3.112 6.196 -0.731
H 4.053 7.142 1.367
H 0.619 4.457 -3.463
H -1.539 4.434 -4.665
H -3.525 3.297 -3.600
H -3.194 2.241 -1.388
C -2.069 -2.203 4.900
N -2.417 -1.631 3.614
C -3.658 -1.741 3.087
C -3.967 -1.176 1.908
C -2.918 -0.462 1.237
N -1.694 -0.363 1.726
C -1.392 -0.918 2.944
O -0.312 -0.843 3.490
N -3.198 0.143 0.063
H -2.925 -2.760 5.277
H -1.794 -1.417 5.603
H -1.213 -2.868 4.793
H -4.368 -2.320 3.664
H -4.941 -1.287 1.457
H -4.002 -0.223 -0.431
H -2.392 0.260 -0.558
F -6.378 -2.516 -1.720
C -5.061 -2.149 -1.910
C -4.049 -2.909 -1.340
C -2.733 -2.545 -1.534
C -2.359 -1.383 -2.278
C -1.039 -0.886 -2.261
C -3.438 -0.716 -2.931
C -4.761 -1.080 -2.733
H -4.303 -3.777 -0.742
H -1.943 -3.128 -1.070
H -0.770 -0.164 -3.033
H -0.262 -1.605 -2.005
H -3.213 0.139 -3.559
H -5.566 -0.539 -3.219


two:
123
Properties=species:S:1:pos:R:3 method="wB97M-V/def2-TZVPD" homo_energy_ha=0.0180 charge=-2 e_lumo_ev=3.29
Ba 0.787 0.122 -0.289
C -3.152 1.457 -2.349
C -2.019 0.638 -2.973
C -1.279 1.470 -4.030
C -2.475 -0.674 -3.556
C -3.373 -0.667 -4.606
C -3.780 -1.838 -5.251
C -3.153 -3.020 -4.864
C -2.234 -3.077 -3.821
C -1.393 -4.340 -3.676
C -0.549 -4.572 -4.937
C -2.213 -5.592 -3.364
C -1.962 -1.906 -3.012
N -1.285 -1.918 -1.853
C -1.426 -3.098 -1.106
C -0.734 -3.563 -0.055
N 0.400 -3.038 0.575
C 0.924 -3.813 1.547
C 2.348 -3.782 1.764
C 2.996 -4.753 2.502
C 2.299 -5.771 3.159
C 0.913 -5.699 3.125
C 0.201 -4.744 2.397
C -1.300 -4.701 2.719
C -2.149 -5.807 2.067
C -1.962 -3.340 2.540
C 3.158 -2.706 1.090
C 3.903 -3.224 -0.145
C 4.127 -2.030 2.063
H -2.764 2.365 -1.868
H -3.671 0.868 -1.590
H -3.880 1.760 -3.111
H -1.333 0.377 -2.169
H -1.959 1.750 -4.841
H -0.457 0.890 -4.467
H -0.870 2.391 -3.599
H -3.778 0.288 -4.942
H -4.516 -1.820 -6.048
H -3.363 -3.931 -5.424
H -0.699 -4.187 -2.853
H -1.179 -4.798 -5.804
H 0.142 -5.413 -4.792
H 0.038 -3.680 -5.173
H -2.898 -5.824 -4.190
H -2.808 -5.453 -2.459
H -1.560 -6.460 -3.213
H -2.258 -3.751 -1.383
H -1.073 -4.540 0.276
H 4.083 -4.721 2.571
H 2.814 -6.549 3.713
H 0.338 -6.405 3.725
H -1.335 -4.908 3.793
H -2.400 -5.564 1.033
H -3.092 -5.931 2.616
H -1.619 -6.763 2.077
H -2.107 -3.095 1.488
H -1.358 -2.547 2.990
H -2.943 -3.337 3.032
H 2.430 -1.975 0.735
H 4.654 -3.964 0.152
H 4.407 -2.406 -0.674
H 3.198 -3.702 -0.829
H 4.938 -2.711 2.345
H 3.612 -1.728 2.981
H 4.582 -1.150 1.604
C 7.031 2.106 5.196
C 6.227 1.957 3.929
C 6.795 2.217 2.688
C 6.057 2.073 1.521
C 4.740 1.655 1.592
C 4.153 1.392 2.822
C 4.902 1.543 3.980
S 3.800 1.513 0.092
O 3.953 0.163 -0.416
O 4.301 2.562 -0.782
N 2.297 1.668 0.518
C 1.761 2.899 0.946
C 2.503 4.079 1.157
C 1.840 5.199 1.626
C 0.473 5.143 1.875
C -0.175 3.942 1.637
N 0.444 2.846 1.183
H 7.930 2.702 5.028
H 7.342 1.130 5.574
H 6.442 2.586 5.979
H 7.828 2.546 2.633
H 6.496 2.290 0.554
H 3.120 1.072 2.874
H 4.442 1.334 4.940
H 3.562 4.114 0.941
H 2.394 6.114 1.803
H -0.072 5.993 2.265
H -1.236 3.821 1.832
C 3.999 0.466 -3.749
N 3.013 1.497 -3.393
C 3.229 2.791 -3.648
C 2.429 3.764 -3.176
C 1.360 3.349 -2.329
N 1.132 2.085 -2.065
C 1.953 1.128 -2.567
O 1.763 -0.073 -2.339
N 0.491 4.244 -1.821
H 4.535 0.792 -4.638
H 3.482 -0.466 -3.946
H 4.685 0.314 -2.917
H 4.087 3.004 -4.272
H 2.615 4.803 -3.400
H 0.849 5.169 -1.647
H -0.085 3.880 -1.069
F -1.959 3.681 5.638
C -1.940 2.803 4.567
C -1.084 1.717 4.585
C -1.077 0.820 3.526
C -1.926 0.963 2.373
C -1.906 0.074 1.286
C -2.780 2.120 2.426
C -2.794 3.003 3.501
H -0.426 1.575 5.437
H -0.394 -0.023 3.554
H -2.710 0.170 0.553
H -1.582 -0.950 1.462
H -3.453 2.296 1.589
H -3.469 3.857 3.514


Energy ordering: one at the bottom, the next structure 3.364 eV above.


one:
24
Properties=species:S:1:pos:R:3 method="wB97M-V/def2-TZVPD" homo_energy_ha=-0.5240 charge=+1 e_lumo_ev=-2.57
C 1.053 1.804 0.130
O 1.696 0.573 0.534
C -0.449 1.577 0.152
C -1.039 1.165 -1.197
C -0.556 -0.196 -1.683
N 0.776 -2.055 0.113
C -0.519 -2.046 -0.049
N -1.145 -1.285 -0.907
H 1.422 2.089 -0.860
H 1.327 2.605 0.818
H 2.644 0.734 0.642
H -0.964 2.481 0.479
H -0.653 0.806 0.889
H -2.128 1.195 -1.143
H -0.764 1.905 -1.952
H -0.848 -0.331 -2.725
H 0.528 -0.256 -1.642
H 1.366 -1.300 -0.212
H 1.160 -2.627 0.842
H -1.094 -2.801 0.463
H -2.142 -1.417 -1.011
H -0.204 -1.145 3.453
H 0.544 -0.349 2.357
O -0.011 -1.127 2.510


two:
24
Properties=species:S:1:pos:R:3 method="wB97M-V/def2-TZVPD" smiles=CC[C@H](O)[C@](N)(O)C[NH3+] homo_energy_ha=-0.5029 charge=+1 e_lumo_ev=-3.09
C 2.460 0.462 -1.311
C 1.033 0.748 -0.997
C -1.401 -0.865 -0.204
C 0.681 0.363 0.424
C -0.935 0.348 0.526
N -1.649 1.543 0.085
N -1.215 -2.035 0.817
O 1.140 -0.859 0.868
O -1.217 0.240 1.809
H 3.033 0.788 -0.414
H 2.732 0.970 -2.272
H 2.624 -0.644 -1.407
H 0.256 0.308 -1.751
H 0.869 1.830 -1.103
H -2.449 -0.700 -0.354
H -0.900 -1.202 -1.188
H 0.934 1.155 1.026
H -1.172 2.360 0.415
H -1.541 1.614 -0.943
H -0.193 -2.184 0.955
H -1.624 -2.819 0.283
H -1.816 -1.805 1.658
H 2.099 -0.740 1.069
H -1.749 1.123 2.010


Energy ordering: one at the bottom, the next structure 1.913 eV above.